# 1
{
  "formula": "C30H52Cl2NO16P",
  "method": "the ωB97M-V functional and the def2-TZVPD basis",
  "elements": ["C", "C", "C", "N", "P", "C", "O", "C", "C", "C", "C", "Cl", "C", "C", "Cl", "H", "H", "H", "H", "H", "H", "H", "H", "H", "H", "H", "H", "H", "H", "H", "H", "H", "H", "H", "H", "H", "H", "C", "C", "C", "O", "C", "O", "O", "H", "H", "H", "H", "H", "H", "C", "C", "C", "O", "C", "O", "O", "H", "H", "H", "H", "H", "H", "C", "C", "C", "O", "C", "O", "O", "H", "H", "H", "H", "H", "H", "C", "C", "C", "O", "C", "O", "O", "H", "H", "H", "H", "H", "H", "C", "C", "C", "O", "C", "O", "O", "H", "H", "H", "H", "H", "H"],
  "xyz": [[-0.46299, -1.86042, 1.50561], [0.39853, -2.02429, 0.25911], [-0.13236, -1.25581, -0.93647], [-1.58012, -1.52678, -1.19069], [-2.04657, -0.57304, -2.55693], [-3.59196, -1.36012, -3.19026], [-4.84796, -1.28059, -2.53813], [-4.92171, -1.98149, -1.30650], [-4.69157, -3.48633, -1.41393], [-5.45007, -4.25427, -0.33851], [-2.68902, 1.00599, -1.77957], [-1.43133, 2.23017, -2.16811], [-3.02588, 0.92662, -0.27349], [-4.45318, 1.38001, -0.01649], [-1.93485, 1.85729, 0.79262], [-1.43777, -2.33130, 1.38325], [-0.62709, -0.80186, 1.71419], [0.01906, -2.30456, 2.37480], [0.50237, -3.07939, 0.00114], [1.38926, -1.61852, 0.46479], [0.43728, -1.48711, -1.83795], [-0.03524, -0.18063, -0.77444], [-1.67616, -2.50202, -1.46856], [-3.73796, -0.86721, -4.15168], [-3.34682, -2.40444, -3.41523], [-5.93082, -1.80203, -0.93473], [-4.22802, -1.55711, -0.57811], [-3.63154, -3.70251, -1.26983], [-4.96334, -3.83971, -2.41081], [-5.38401, -5.32805, -0.49941], [-5.01349, -4.05974, 0.64178], [-6.49862, -3.96074, -0.29837], [-3.57236, 1.33125, -2.32276], [-2.88621, -0.10014, 0.04844], [-4.78239, 1.09522, 0.97948], [-5.11896, 0.92480, -0.75086], [-4.52925, 2.45950, -0.14064], [-1.86619, -4.82771, -4.19942], [-0.43853, -4.45612, -3.90686], [0.64712, -5.34405, -4.48130], [1.70403, -5.18046, -3.52442], [1.14404, -4.86122, -2.33317], [1.72573, -4.84055, -1.29782], [-0.16973, -4.58611, -2.49238], [-2.50743, -4.26676, -3.52142], [-2.12553, -4.57118, -5.22610], [-2.05746, -5.88984, -4.04342], [-0.24900, -3.41152, -4.17351], [0.99521, -5.04781, -5.46638], [0.34697, -6.39492, -4.49092], [3.64369, 4.42195, -1.03871], [3.47613, 3.45278, -2.17487], [2.35758, 3.76015, -3.15072], [1.98914, 2.45362, -3.61407], [2.30859, 1.56600, -2.64339], [1.97627, 0.42443, -2.63495], [3.05195, 2.16044, -1.68691], [4.29025, 3.99519, -0.27214], [4.09009, 5.35102, -1.39278], [2.68341, 4.65010, -0.58133], [4.41532, 3.29926, -2.71484], [2.65087, 4.38072, -3.99249], [1.49694, 4.20239, -2.64308], [2.30092, 6.55050, 5.03920], [1.65265, 6.27927, 3.71182], [2.10147, 5.03269, 2.97462], [1.87031, 5.39290, 1.60663], [1.95017, 6.74327, 1.51209], [1.98053, 7.33915, 0.48357], [1.99249, 7.29644, 2.73944], [2.08193, 7.56296, 5.36976], [1.92349, 5.85856, 5.79003], [3.38450, 6.43953, 4.97282], [0.56228, 6.28336, 3.80780], [1.53534, 4.13749, 3.21576], [3.16951, 4.84661, 3.11163], [4.42179, -6.82784, -2.62391], [4.71333, -8.29537, -2.76285], [4.99085, -9.05248, -1.47862], [5.84135, -10.11308, -1.92879], [6.48229, -9.68886, -3.04636], [7.38095, -10.26181, -3.56851], [5.94873, -8.52220, -3.47452], [4.46904, -6.33560, -3.59360], [3.42753, -6.67604, -2.20942], [5.14784, -6.34796, -1.96639], [3.92213, -8.79839, -3.32815], [4.10829, -9.46830, -1.00102], [5.54562, -8.43768, -0.76575], [-2.75868, 8.20633, 6.06049], [-1.91307, 7.19601, 6.78586], [-2.05688, 7.14561, 8.29522], [-0.76526, 6.68097, 8.70697], [0.13062, 7.04870, 7.76388], [1.31050, 6.97161, 7.87363], [-0.51015, 7.51645, 6.66553], [-2.41445, 8.31968, 5.03372], [-3.79735, 7.87673, 6.04253], [-2.70396, 9.18062, 6.54688], [-2.05262, 6.19587, 6.36448], [-2.82240, 6.46296, 8.65207], [-2.21797, 8.14098, 8.71602]],
  "atomic_forces_ev_per_a": [[0.0024, 0.0553, -0.0346], [-0.2095, 0.1751, 0.0851], [-0.3901, -0.1980, -0.0313], [0.1079, 0.0477, -0.1866], [0.1248, -0.0371, -0.4346], [-0.3976, 0.0189, 0.1381], [0.2352, 0.0915, 0.1693], [-0.1948, -0.1090, 0.0430], [0.1730, -0.0468, 0.1093], [0.1260, 0.0595, 0.1216], [0.4937, 0.0032, 0.1970], [-0.0735, 0.2466, -0.1719], [-0.4214, 0.0046, -0.0142], [-0.0123, -0.0014, -0.2303], [0.1325, -0.0157, 0.1784], [-0.0445, 0.0043, -0.0062], [-0.0474, 0.0413, 0.0451], [0.0335, -0.0466, 0.0510], [0.1013, -0.0026, 0.0383], [0.1765, -0.1889, -0.0539], [0.2329, 0.0624, 0.0343], [0.0336, 0.0377, 0.0697], [-0.0248, -0.0644, 0.1879], [-0.0468, 0.0048, -0.0807], [0.0982, -0.0016, -0.0496], [-0.0732, 0.0612, -0.0792], [0.1067, 0.0408, 0.0406], [0.1383, -0.0510, -0.1889], [-0.1532, 0.0739, -0.0278], [-0.0640, -0.0636, -0.0455], [-0.0497, 0.0669, 0.0706], [-0.0692, -0.0740, -0.0655], [-0.0485, -0.0631, -0.0590], [0.0669, -0.0831, -0.0006], [0.0044, 0.0824, 0.0860], [-0.0372, -0.1506, 0.0196], [-0.0045, 0.0629, 0.0910], [-0.0014, -0.0706, 0.1227], [0.0398, 0.0346, -0.0765], [-0.0135, -0.0038, 0.0265], [-0.0866, -0.0387, -0.0517], [0.0394, -0.0249, -0.0163], [0.0089, -0.0668, -0.0064], [-0.0304, 0.1098, 0.0078], [-0.1185, -0.0371, -0.0925], [-0.0005, 0.0359, 0.0034], [0.0885, -0.0104, 0.0303], [-0.0192, 0.0127, 0.0127], [0.0680, 0.0604, 0.0370], [-0.0324, 0.0019, -0.0334], [-0.0837, -0.0596, 0.0983], [-0.0209, 0.0307, -0.0396], [-0.0613, 0.0140, 0.0303], [0.0153, 0.0166, 0.0089], [-0.1004, 0.0029, -0.0087], [0.0476, -0.0403, -0.0318], [0.0957, 0.0022, -0.0168], [0.0647, 0.0143, -0.0456], [-0.0142, 0.0100, -0.0186], [-0.0033, 0.0201, 0.0027], [0.0183, -0.0096, 0.0279], [0.0237, -0.0790, -0.0563], [0.0224, 0.0512, 0.0083], [0.2255, 0.0346, -0.2103], [-0.0160, -0.0502, -0.0033], [-0.0207, -0.0032, 0.0314], [0.0213, -0.0359, 0.0383], [0.0063, -0.0261, -0.0211], [0.0191, 0.0115, -0.0129], [-0.0744, 0.0257, 0.0418], [-0.0784, -0.0620, 0.0559], [0.0278, 0.0387, -0.0230], [-0.0010, -0.0053, -0.0244], [-0.0046, 0.0314, -0.0019], [-0.0556, 0.0126, -0.0577], [-0.0001, -0.0078, 0.0418], [0.2200, 0.0445, 0.0370], [-0.0253, -0.0397, 0.0367], [0.0019, 0.0342, -0.0013], [0.0142, -0.0004, 0.0428], [-0.0088, 0.0257, 0.0124], [0.0133, -0.0086, -0.0018], [-0.0510, -0.0145, -0.0532], [-0.0821, -0.0232, -0.0210], [-0.0030, 0.0199, 0.0322], [0.0068, -0.0122, -0.0008], [0.0034, 0.0111, -0.0202], [0.0034, -0.0698, -0.0417], [-0.0368, 0.0257, 0.0167], [0.0742, 0.1197, 0.0280], [-0.0099, -0.0332, 0.0410], [-0.0193, 0.0388, -0.0220], [-0.0184, 0.0221, 0.0461], [-0.0176, 0.0538, -0.0319], [-0.0519, 0.0096, 0.1994], [-0.0111, -0.0838, -0.0489], [-0.0304, -0.0517, -0.0208], [-0.0114, 0.0099, 0.0088], [0.0041, -0.0026, 0.0030], [0.0050, 0.0071, -0.0280], [0.0575, -0.0700, 0.0060], [-0.0474, 0.0038, -0.0113]],
  "lowdin_charge": [-0.11, -0.24, -0.30, -0.24, 0.97, -0.37, -0.18, -0.24, -0.24, -0.10, -0.82, 0.54, -0.80, -0.13, 0.59, 0.06, 0.05, 0.07, 0.08, 0.11, 0.08, 0.08, 0.06, 0.09, 0.05, 0.12, 0.10, 0.09, 0.12, 0.07, 0.08, 0.07, 0.06, 0.04, 0.08, 0.07, 0.08, -0.01, -0.32, -0.08, 0.05, -0.56, 0.16, 0.07, 0.05, 0.10, 0.09, 0.16, 0.14, 0.14, -0.02, -0.32, -0.09, 0.05, -0.57, 0.14, 0.09, 0.09, 0.10, 0.07, 0.16, 0.14, 0.14, -0.02, -0.31, -0.08, 0.04, -0.57, 0.16, 0.09, 0.09, 0.08, 0.09, 0.15, 0.14, 0.14, -0.02, -0.32, -0.09, 0.06, -0.57, 0.17, 0.08, 0.09, 0.07, 0.10, 0.16, 0.14, 0.14, -0.02, -0.32, -0.09, 0.07, -0.56, 0.16, 0.07, 0.09, 0.09, 0.09, 0.16, 0.14, 0.14],
  "smiles": "CCCNP(COCCC)[C@H](Cl)[C@H](C)Cl.C[C@@H]1COC(=O)O1.C[C@@H]1COC(=O)O1.C[C@@H]1COC(=O)O1.C[C@@H]1COC(=O)O1.C[C@@H]1COC(=O)O1",
  "multiplicity": 1,
  "charge": 0,
  "lumo_ha": 0.0083
}

# 2
{
  "formula": "C30H52N9O13",
  "method": "the ωB97M-V functional and the def2-TZVPD basis",
  "elements": ["N", "O", "O", "O", "C", "C", "C", "C", "C", "C", "N", "O", "O", "H", "H", "H", "H", "H", "C", "C", "C", "C", "C", "C", "N", "O", "O", "H", "H", "H", "H", "H", "C", "O", "N", "C", "C", "H", "H", "H", "H", "H", "H", "H", "C", "O", "N", "C", "C", "H", "H", "H", "H", "H", "H", "H", "C", "O", "N", "C", "C", "H", "H", "H", "H", "H", "H", "H", "C", "O", "N", "C", "C", "H", "H", "H", "H", "H", "H", "H", "C", "O", "N", "C", "C", "H", "H", "H", "H", "H", "H", "H", "C", "O", "N", "C", "C", "H", "H", "H", "H", "H", "H", "H"],
  "xyz": [[13.48500, 50.78700, 5.61000], [13.49800, 52.02600, 5.89600], [14.23900, 50.39800, 4.75900], [12.94500, 49.99500, 6.37700], [14.64700, 46.96900, 10.92100], [13.87100, 47.70200, 9.86900], [13.34000, 46.99900, 8.68900], [13.80400, 45.54500, 8.37300], [14.54000, 44.84300, 9.49600], [15.00500, 45.61900, 10.82100], [13.41500, 44.85900, 7.13600], [12.73600, 45.49700, 6.35800], [14.13900, 43.81600, 6.91100], [14.95300, 47.40000, 11.91300], [13.42900, 48.62500, 10.33500], [12.62300, 47.61800, 7.94800], [14.75600, 43.64200, 9.49400], [15.85300, 45.16800, 11.38800], [16.92800, 46.47100, 7.06300], [16.70800, 47.86700, 6.54300], [17.01600, 48.15900, 5.10800], [17.75900, 47.04800, 4.22000], [17.99100, 45.66100, 4.94500], [17.52200, 45.48700, 6.28400], [18.09300, 47.33500, 2.77000], [18.89000, 46.53300, 2.30800], [17.69100, 48.35800, 2.21800], [16.70000, 46.35600, 8.12800], [16.41300, 48.56200, 7.24300], [16.81300, 49.16900, 4.77400], [18.30700, 44.85400, 4.33000], [17.69600, 44.65200, 6.91200], [17.85100, 51.21400, 7.19000], [18.45000, 51.09200, 8.21500], [18.46300, 51.75300, 6.11500], [17.76300, 52.12400, 4.90400], [19.93800, 52.01500, 6.09000], [16.82800, 51.03000, 6.86500], [17.81800, 53.11300, 4.69200], [16.54500, 52.02000, 4.84800], [18.18700, 51.59500, 4.06100], [20.54200, 51.25100, 6.37800], [20.20200, 52.72600, 7.01000], [20.32500, 52.43600, 5.28700], [11.18700, 48.98300, 2.79100], [10.17800, 49.33500, 2.06600], [11.84100, 47.87800, 2.41400], [12.94700, 47.47000, 3.25300], [11.58300, 47.16600, 1.19500], [11.59700, 49.68100, 3.73800], [13.77000, 48.09100, 2.84800], [13.13300, 46.46000, 3.12700], [12.89200, 47.61100, 4.25700], [12.00100, 46.19800, 1.23900], [12.22200, 47.65300, 0.27400], [10.49700, 47.17900, 1.09900], [8.05100, 49.28700, 8.76600], [7.08300, 48.47200, 8.78100], [9.30700, 48.89200, 8.88500], [10.42200, 49.70200, 8.54300], [9.69400, 47.52300, 9.46800], [7.68500, 50.19900, 8.29200], [11.32100, 49.74200, 9.27800], [10.31000, 50.82400, 8.58400], [10.93500, 49.26400, 7.45000], [10.22100, 47.65200, 10.35900], [10.11700, 47.14000, 8.63100], [8.75100, 47.07400, 9.70000], [9.69400, 53.55300, 3.52100], [10.08000, 52.50100, 2.85500], [9.67900, 53.57700, 4.83300], [9.19600, 54.73400, 5.52500], [10.10200, 52.49600, 5.61900], [9.38000, 54.48600, 3.12000], [8.38100, 54.60900, 6.07300], [8.97700, 55.59400, 4.80600], [9.96800, 55.19600, 6.14800], [9.40900, 51.66700, 5.38600], [10.08400, 52.85300, 6.57000], [11.08600, 52.32400, 5.16800], [12.54000, 53.21900, 9.06500], [11.36100, 53.46400, 9.41800], [13.57800, 53.71800, 9.64600], [14.88000, 53.44500, 9.06000], [13.37700, 54.73500, 10.70500], [12.91100, 52.27300, 8.51300], [15.15600, 54.12600, 8.26400], [14.96100, 52.43300, 8.59400], [15.52300, 53.44900, 9.78500], [14.31500, 55.03700, 11.18800], [12.82400, 54.27700, 11.36700], [12.67900, 55.55600, 10.35300], [14.82800, 55.05200, 3.85100], [15.88400, 55.48200, 3.20600], [13.76000, 55.77600, 4.21300], [12.60400, 55.20900, 4.74000], [13.76200, 57.34600, 4.03100], [14.80900, 54.06600, 4.20300], [12.81600, 55.10800, 5.75100], [12.73900, 54.13100, 4.35500], [11.69600, 55.75200, 4.41300], [14.70900, 57.78600, 3.52900], [13.55900, 57.83900, 4.92400], [12.96400, 57.70600, 3.18200]],
  "atomic_forces_ev_per_a": [[1.8118, 1.9102, 2.5857], [-0.9133, 0.2222, -0.2412], [1.0541, -1.1233, -2.7514], [-1.6410, -0.8964, 0.5796], [-0.2493, -0.6761, -0.8811], [-1.0419, -3.1243, 1.0844], [1.0863, 0.0801, 0.0723], [0.5242, 1.7854, 5.8849], [-0.2026, 0.7359, 0.3493], [-0.8668, -0.6787, -5.0175], [3.6624, -0.5291, -0.1875], [-0.0286, -1.4167, 0.3077], [-2.9562, 2.3950, 0.0889], [-0.4142, 0.3063, -1.4085], [0.4805, -0.6154, -1.5734], [1.9669, -1.7337, 1.6861], [-0.4942, 3.4190, -0.4488], [-1.3851, 0.1576, -0.0856], [-0.0964, 4.4443, -1.7054], [2.3211, -4.9889, -4.2101], [1.7568, -3.8098, 1.2750], [-2.7874, -0.0960, 5.3163], [-2.1014, 4.7417, -1.1400], [0.2719, 1.5379, -0.7282], [0.5413, 0.2670, 1.4959], [-0.4839, 0.2199, -0.4612], [0.1991, -1.4641, 0.8841], [0.0809, -0.3905, -0.5003], [-0.9408, 1.7461, 0.9294], [0.0934, -0.1893, -0.4896], [0.6065, -0.4482, -0.1899], [0.3836, -1.5045, -0.4769], [0.8348, 1.4919, -2.4427], [0.0313, -1.0614, 2.3605], [1.3590, 0.3407, -1.4835], [-3.1714, -2.6429, -0.3124], [-3.2825, 1.9083, 6.4003], [-0.8212, -0.4601, 0.8920], [0.7316, 3.3155, -0.4016], [2.9289, -0.5796, 0.7749], [-0.1186, -0.3061, -0.3292], [1.1437, -3.0993, 0.4888], [-0.7737, -0.8956, -1.8859], [0.9155, 1.9599, -4.1072], [-3.5684, 2.6202, -2.1551], [3.0716, -0.5294, 2.8522], [0.5435, -0.1530, 2.4204], [1.4654, 1.7681, -3.6057], [0.9468, 2.3504, -1.6609], [-0.9673, -2.2195, -2.3552], [0.4564, -0.7381, 0.7122], [0.5137, -2.0702, -0.5317], [-0.8363, 1.0010, 2.8798], [0.1382, -1.2482, 0.4326], [-1.9962, -0.7548, 1.8931], [0.2367, -0.0626, -0.8406], [-3.7022, -2.8775, -2.0318], [1.4477, 0.9057, 1.1938], [1.3964, -0.0712, 2.3131], [3.8928, 0.7348, -1.9947], [-3.6343, 3.4066, -0.4765], [1.4520, 1.0349, 0.4735], [-1.4651, -1.1266, -0.7240], [-0.8463, -1.1284, -0.9401], [-1.4250, 1.7726, 3.0228], [1.4222, 0.1995, 1.0239], [1.9277, -2.1442, -1.8155], [-0.4737, -0.6273, -0.0732], [1.9524, -5.1714, -2.5256], [-1.4575, 4.2912, 2.2198], [-1.5498, 2.4359, 0.0909], [3.4294, 3.1104, -3.1114], [0.3583, -1.8652, -3.4080], [-0.3346, 0.8106, -1.0976], [-3.6682, -1.0064, 2.4400], [0.0776, -1.2804, 0.5450], [0.1386, -0.3904, 0.2755], [0.5817, -0.1039, 0.6232], [0.3671, 0.1822, 3.0460], [0.1579, -0.9572, 1.0463], [-3.1600, -3.3692, 0.5392], [1.5645, -0.1540, -1.2174], [2.3806, 2.1476, 0.6379], [-2.9332, -0.9064, -3.7591], [1.6574, 2.0938, -3.8481], [-1.3470, 1.4089, -0.4097], [0.0268, 0.4434, -0.0357], [-0.6136, 0.6526, 0.3954], [4.0915, 0.2852, 4.0777], [-0.2403, 0.1705, -0.6223], [-2.8826, -2.4187, 3.8698], [1.3628, -0.4956, 0.1465], [4.0900, 3.3592, -2.7256], [-4.0672, -1.2904, 2.5621], [2.5397, 5.3505, -2.2653], [-0.1841, -2.9270, -1.6424], [0.1685, -1.3183, -4.8602], [-0.2993, -1.8808, 0.3115], [-0.9950, 0.0669, 2.4645], [-1.5242, 1.2612, 0.6270], [0.4652, -0.6482, 0.3946], [-1.1471, -1.4596, 1.2944], [-0.4080, 0.5650, 1.6725], [1.3908, -1.2895, 2.2388]],
  "lowdin_charge": [-0.64, -0.11, -0.03, -0.07, -0.12, -0.07, 0.03, -0.13, 0.04, -0.08, -0.33, 0.09, 0.01, 0.10, 0.10, 0.13, 0.14, 0.09, -0.07, -0.01, 0.07, 0.00, 0.03, -0.12, -0.38, 0.04, 0.06, 0.09, 0.05, 0.06, 0.07, 0.08, -0.39, 0.02, -0.16, -0.06, -0.01, 0.12, 0.03, 0.14, 0.08, 0.04, 0.13, 0.03, -0.27, -0.09, -0.22, -0.05, -0.06, 0.19, 0.11, 0.06, 0.04, 0.05, 0.14, 0.08, -0.32, -0.07, -0.19, -0.11, 0.03, 0.13, 0.09, 0.08, 0.14, 0.07, 0.05, 0.07, -0.30, -0.05, -0.22, -0.06, -0.02, 0.11, 0.04, 0.11, 0.09, 0.12, 0.05, 0.09, -0.37, -0.05, -0.17, -0.03, -0.01, 0.15, 0.10, 0.10, 0.02, 0.10, 0.02, 0.12, -0.26, -0.10, -0.18, -0.09, -0.01, 0.10, 0.07, 0.12, 0.10, 0.09, 0.03, 0.12],
  "multiplicity": 1,
  "charge": -1,
  "lumo_ha": 0.0185
}

Question: What is the formula in the second record?
Answer: C30H52N9O13